[1]
DFT (ωB97M-V/def2-TZVPD) results for 4 unconnected molecules or ions with the total composition C31H55Cl2N4O2SSi at a distorted geometry.

Atoms and positions in Å:
C1 5.2928 2.4324 1.8681
C2 5.5616 1.3153 0.7459
C3 5.7061 2.0208 -0.6784
C4 4.5590 1.5986 -1.6882
C5 3.1413 1.9087 -1.0608
C6 2.1679 0.6409 -1.0514
C7 1.0111 0.8074 0.0252
C8 -0.2517 0.0036 -0.4906
C9 -1.6326 0.6740 -0.0872
C10 -2.7378 0.0956 -1.0886
C11 -4.1422 -0.1031 -0.4467
C12 -4.3934 -1.3446 0.3223
Si1 -3.1504 -2.7675 0.6444
C13 -1.7009 -2.2310 1.7993
C14 -2.4855 -3.6171 -0.9279
C15 -4.0573 -4.1514 1.6301
C16 -5.7549 -1.5132 0.9150
C17 -6.7170 -0.4583 0.7464
N1 -6.4689 0.7295 0.0507
C18 -7.5790 1.7045 0.0341
Cl1 -9.0055 0.8294 -0.7475
C19 -8.0378 2.1717 1.4865
C20 -9.4004 2.9882 1.3051
C21 -5.2341 0.9070 -0.5417
C22 -4.9070 2.2156 -1.3132
C23 -4.0154 3.2006 -0.4009
C24 -4.0455 2.8430 1.1305
C25 -3.2762 3.9282 2.0184
S1 -2.1103 3.1116 3.2113
O1 -0.8452 2.9951 2.4732
O2 -1.8904 3.9431 4.3879
Cl2 -2.8427 1.2921 3.8688
H1 5.5166 3.4586 1.4836
H2 5.9808 2.2314 2.7325
H3 4.2362 2.4330 2.2354
H4 6.4631 0.6786 1.0075
H5 4.6534 0.6522 0.7617
H6 5.6803 3.1383 -0.6127
H7 6.6734 1.6391 -1.1123
H8 4.6690 2.1946 -2.6419
H9 4.6371 0.5212 -1.9948
H10 3.1685 2.2936 -0.0097
H11 2.6271 2.6721 -1.7123
H12 2.7398 -0.3225 -0.9035
H13 1.7641 0.5750 -2.1053
H14 0.8008 1.8766 0.2821
H15 1.3644 0.2763 0.9583
H16 -0.2119 -1.0831 -0.2074
H17 -0.2314 0.0225 -1.6230
H18 -1.8913 0.5539 0.9940
H19 -1.5205 1.7837 -0.2616
H20 -2.3048 -0.8576 -1.5071
H21 -2.7470 0.8044 -1.9660
H22 -0.6963 -2.4026 1.3369
H23 -1.8744 -1.1761 2.1343
H24 -1.7131 -2.8561 2.7412
H25 -2.3957 -2.9554 -1.8241
H26 -3.2153 -4.4308 -1.2188
H27 -1.5182 -4.1181 -0.6506
H28 -3.3034 -4.8726 2.0527
H29 -4.6591 -3.7513 2.4884
H30 -4.7338 -4.7607 0.9674
H31 -6.0646 -2.3936 1.5181
H32 -7.7255 -0.5993 1.2088
H33 -7.4093 2.6088 -0.5885
H34 -8.1776 1.2919 2.1692
H35 -7.2261 2.8313 1.9099
H36 -9.3433 3.4952 0.3012
H37 -9.5058 3.7763 2.0920
H38 -10.2511 2.2679 1.2663
H39 -4.2743 2.0291 -2.2255
H40 -5.7955 2.7835 -1.6778
H41 -4.3793 4.2569 -0.5333
H42 -2.9390 3.2040 -0.7326
H43 -5.0876 2.7859 1.5355
H44 -3.4697 1.8877 1.2617
H45 -2.6240 4.5317 1.3403
H46 -3.9649 4.5720 2.6157
C26 9.2504 -0.1962 3.4200
C27 8.5360 -0.7941 2.2674
N2 7.9822 -1.2575 1.3739
H47 8.7660 -0.4933 4.3497
H48 10.2848 -0.5383 3.4318
H49 9.2351 0.8905 3.3412
C28 7.8659 -3.4216 -1.6036
C29 7.1493 -4.0183 -2.7556
N3 6.5931 -4.4809 -3.6483
H50 7.3833 -3.7179 -0.6731
H51 8.9002 -3.7641 -1.5929
H52 7.8517 -2.3351 -1.6806
C30 7.9306 -6.5201 -6.0350
C31 8.9875 -5.7652 -6.7490
N4 9.8066 -5.1798 -7.3024
H53 7.1364 -6.7929 -6.7295
H54 8.3515 -7.4275 -5.6022
H55 7.5107 -5.9061 -5.2374

Atoms 1-2, force components in eV/Å:
C 0.6 -0.6 0.0
C -0.6 1.1 0.3

Calculated values
HOMO-LUMO gap: 7.56 eV
HOMO level: -0.437 Ha
Charge: +1

---

[2]
DFT (ωB97M-V/def2-TZVPD) results for a molecular structure, C31H55NO5S2Si2Tc at a distorted geometry.

Atoms and positions in Å:
Tc1 0.1573 -0.0503 -1.6070
C1 -2.6059 -2.5795 -0.8777
Si1 -1.4878 -2.8554 -2.3737
C2 -2.4260 -3.8143 -3.6855
C3 0.0645 -3.8276 -1.9564
N1 -0.9335 -1.1962 -2.8617
C4 -1.1941 -0.5556 -4.0440
C5 -2.2444 -0.8564 -4.9328
C6 -2.4245 -0.1265 -6.0882
C7 -1.5604 0.9151 -6.4167
C8 -0.5017 1.2337 -5.5726
C9 -0.3401 0.5116 -4.4159
O1 0.7035 0.7205 -3.5039
C10 1.4851 1.9039 -3.6101
C11 2.6226 1.8946 -4.3947
C12 3.3870 3.0492 -4.4610
C13 3.0190 4.1769 -3.7397
C14 1.8817 4.1599 -2.9445
C15 1.1015 3.0159 -2.8784
H1 -2.8478 -3.5379 -0.4126
H2 -3.5472 -2.1127 -1.1682
H3 -2.1141 -1.9568 -0.1279
H4 -2.4586 -4.8556 -3.3568
H5 -1.9384 -3.7999 -4.6616
H6 -3.4602 -3.4895 -3.8067
H7 -0.2251 -4.7543 -1.4554
H8 0.7469 -3.2929 -1.3014
H9 0.6083 -4.1064 -2.8612
H10 -2.9263 -1.6585 -4.6961
H11 -3.2487 -0.3703 -6.7444
H12 -1.7012 1.4722 -7.3321
H13 0.1868 2.0297 -5.8206
H14 2.9004 1.0046 -4.9458
H15 4.2754 3.0674 -5.0771
H16 3.6178 5.0757 -3.7952
H17 1.5974 5.0395 -2.3835
H18 0.1965 2.9792 -2.2832
C16 -3.6133 2.5745 -3.2449
C17 -3.6235 2.6195 -1.7248
S1 -2.8282 1.1311 -1.0646
O2 -1.3526 1.3761 -1.4782
C18 -2.8374 1.5125 0.7178
C19 -4.0174 0.8238 1.3927
H19 -4.0672 3.4816 -3.6401
H20 -4.1753 1.7182 -3.6192
H21 -2.5924 2.5123 -3.6253
H22 -4.6385 2.6079 -1.3216
H23 -3.0828 3.4820 -1.3348
H24 -2.8710 2.5946 0.8388
H25 -1.8811 1.1290 1.0823
H26 -4.9677 1.2170 1.0297
H27 -3.9788 0.9943 2.4676
H28 -3.9949 -0.2523 1.2200
C20 0.6096 2.8817 2.6308
C21 0.1549 1.7912 3.5926
C22 1.0917 1.6944 4.7898
C23 -1.2754 2.0343 4.0530
O3 0.1302 0.5282 2.8620
Si2 1.2667 -0.5389 2.4960
S2 0.7303 -0.9236 0.3050
O4 2.7255 0.0826 2.4394
C24 4.0995 -0.3956 2.4444
C25 4.3527 -1.1479 1.1446
C26 4.9661 0.8516 2.5331
C27 4.3245 -1.2992 3.6483
O5 1.1575 -2.0160 3.0524
C28 0.2081 -2.8632 3.7519
C29 -1.1649 -2.7129 3.1092
C30 0.7391 -4.2806 3.6021
C31 0.1850 -2.4335 5.2114
H29 0.5653 3.8507 3.1269
H30 -0.0413 2.9083 1.7537
H31 1.6345 2.6952 2.3064
H32 1.0673 2.6242 5.3562
H33 2.1144 1.5159 4.4601
H34 0.7884 0.8792 5.4503
H35 -1.3086 2.9083 4.7026
H36 -1.6503 1.1759 4.6113
H37 -1.9317 2.2164 3.2001
H38 4.1690 -0.4987 0.2868
H39 3.6971 -2.0197 1.0780
H40 5.3873 -1.4862 1.1118
H41 4.7566 1.5259 1.7021
H42 6.0183 0.5707 2.4976
H43 4.7828 1.3814 3.4682
H44 3.6749 -2.1732 3.5998
H45 4.1225 -0.7602 4.5754
H46 5.3610 -1.6334 3.6645
H47 -1.1303 -3.0231 2.0623
H48 -1.4926 -1.6717 3.1610
H49 -1.8867 -3.3352 3.6364
H50 0.7905 -4.5576 2.5485
H51 0.0891 -4.9853 4.1201
H52 1.7384 -4.3522 4.0309
H53 -0.1678 -1.4035 5.2988
H54 1.1861 -2.4994 5.6382
H55 -0.4785 -3.0803 5.7843

Atoms 1-2, force components in eV/Å:
Tc -1.4 -0.1 -0.1
C 0.3 0.0 -0.3

Calculated values
HOMO-LUMO gap (spin up / spin down): 6.75 / 6.52 eV
2S+1: 4
HOMO level (spin up / spin down): -0.501 / -0.515 Ha
⟨S²⟩: 3.79
Energy relative to the best compared isomer or geometry (same formula, charge and spin): 0.0 kJ/mol
Charge: +2

---

[3]
DFT (ωB97M-V/def2-TZVPD) results for a gas-phase ion, C31H56N3O (charge +1) at a distorted geometry.

Atoms and positions in Å:
C1 7.9797 -4.0170 0.9678
C2 7.6602 -3.0839 -0.1987
C3 6.8236 -1.8814 0.2183
C4 7.6416 -0.8093 0.9508
C5 6.7545 0.2260 1.6693
C6 6.6697 1.5827 0.9616
C7 5.6210 1.6656 -0.1446
C8 4.1858 1.3278 0.2940
C9 3.1677 2.4697 0.0954
C10 2.1628 2.2497 -1.0525
C11 0.7096 2.3025 -0.5731
C12 -0.3053 2.3964 -1.7350
C13 -0.7444 1.0067 -2.2243
C14 -2.0829 0.5082 -1.6566
C15 -3.2568 0.8621 -2.5932
C16 -3.7178 -0.2758 -3.4973
C17 -4.5474 -1.3495 -2.7607
C18 -4.0081 -2.7764 -2.9533
C19 -4.2108 -3.6798 -1.7294
C20 -5.6023 -4.3496 -1.6726
C21 -6.3182 -4.1109 -0.3392
N1 -2.3354 1.1379 -0.3224
C22 -3.0947 0.2826 0.4807
N2 -4.2158 0.6899 0.9932
C23 -4.8026 2.0241 0.8572
C24 -3.8785 3.1556 1.3458
C25 -3.1324 2.7672 2.6027
C26 -3.8143 2.3022 3.7361
C27 -3.0993 1.9124 4.8670
C28 -1.6960 1.9826 4.8777
C29 -1.0178 2.4576 3.7532
C30 -1.7295 2.8504 2.6137
N3 -2.6051 -0.9452 0.7137
C31 -1.5744 -1.3049 -0.2783
O1 -2.0207 -0.9247 -1.5371
H1 7.1208 -4.1004 1.6325
H2 8.8182 -3.6589 1.5567
H3 8.2045 -5.0181 0.6157
H4 7.1386 -3.6516 -0.9671
H5 8.5855 -2.7339 -0.6529
H6 6.3946 -1.4114 -0.6673
H7 6.0161 -2.2096 0.8689
H8 8.2638 -1.3085 1.6915
H9 8.2992 -0.3271 0.2314
H10 7.1611 0.3953 2.6643
H11 5.7702 -0.2072 1.8184
H12 7.6438 1.7859 0.5210
H13 6.5061 2.3593 1.7074
H14 5.6223 2.6868 -0.5243
H15 5.9354 1.0339 -0.9717
H16 4.1564 1.0153 1.3326
H17 3.8548 0.4663 -0.2839
H18 2.5944 2.5779 1.0155
H19 3.6966 3.4070 -0.0476
H20 2.3473 1.2792 -1.5031
H21 2.2710 3.0204 -1.8116
H22 0.5308 1.3558 -0.0499
H23 0.5704 3.0992 0.1537
H24 0.1663 2.9196 -2.5593
H25 -1.1509 2.9820 -1.3866
H26 0.0162 0.2665 -1.9847
H27 -0.8276 1.0123 -3.3056
H28 -4.1093 1.2244 -2.0216
H29 -2.9250 1.7002 -3.1971
H30 -4.3567 0.1772 -4.2536
H31 -2.8805 -0.7039 -4.0406
H32 -4.4638 -1.1434 -1.6938
H33 -5.5893 -1.2881 -3.0533
H34 -2.9481 -2.7472 -3.1831
H35 -4.4953 -3.2312 -3.8145
H36 -3.4413 -4.4476 -1.7788
H37 -4.0198 -3.0981 -0.8250
H38 -6.2078 -3.9082 -2.4592
H39 -5.4882 -5.4092 -1.8631
H40 -6.2217 -3.0684 -0.0438
H41 -5.8895 -4.7452 0.4307
H42 -7.3747 -4.3388 -0.4359
H43 -1.4586 1.2996 0.1741
H44 -4.7158 0.0319 1.5713
H45 -5.6896 2.0160 1.4815
H46 -5.1536 2.1986 -0.1531
H47 -3.1649 3.3394 0.5526
H48 -4.4867 4.0412 1.4982
H49 -4.8929 2.2681 3.7200
H50 -3.6349 1.5528 5.7320
H51 -1.1574 1.6728 5.7585
H52 0.0597 2.5246 3.7420
H53 -1.1955 3.2195 1.7513
H54 -3.3250 -1.6521 0.8276
H55 -0.6483 -0.8023 -0.0016
H56 -1.3972 -2.3704 -0.2459

Atoms 1-2, force components in eV/Å:
C -0.1 0.1 -0.1
C -0.1 -0.1 0.1

Calculated values
HOMO-LUMO gap: 9.22 eV
HOMO level: -0.442 Ha
Charge: +1

---

[4]
DFT (ωB97M-V/def2-TZVPD) results for a molecular structure, C31H57BF6HgN3O11P at a distorted geometry.

Atoms and positions in Å:
Hg1 -23.4366 11.4373 10.2720
O1 -29.5960 14.7169 10.1996
C1 -30.5780 15.2916 9.8632
O2 -30.7294 16.5566 9.9455
B1 -31.9284 17.0326 9.2916
O3 -32.6049 15.7852 8.8576
C2 -31.8122 14.8188 9.1574
O4 -32.0064 13.6422 8.8102
O5 -31.5656 17.9213 8.1055
C3 -32.3524 18.8900 8.1272
O6 -32.4863 19.8091 7.3144
C4 -33.2215 18.8565 9.4299
O7 -32.7969 17.8759 10.1552
O8 -33.9380 19.8091 9.7860
P1 -22.7643 14.2511 14.9558
F1 -23.6809 13.0608 14.4025
F2 -22.4260 14.5229 13.3198
F3 -24.0868 15.1830 14.8704
F4 -21.7910 15.3888 15.5964
F5 -23.1834 13.8657 16.5040
F6 -21.4606 13.2157 14.8933
C5 -15.3930 6.4188 20.0046
C6 -16.6065 6.8042 20.7403
C7 -16.4068 6.1730 22.1520
C8 -15.3723 6.8047 22.9886
C9 -15.7610 8.2784 23.1841
C10 -16.1198 9.0852 21.7794
N1 -16.9098 8.2480 20.9051
O9 -17.1700 8.9105 19.7895
C11 -16.9948 10.1942 22.3089
C12 -14.8047 9.6298 21.3016
C13 -17.7023 6.0213 20.1155
H1 -15.4444 6.8419 19.0014
H2 -15.3242 5.3552 19.7767
H3 -14.4620 6.6997 20.4970
H4 -17.3497 6.0771 22.6905
H5 -16.1102 5.1290 22.0513
H6 -14.3750 6.5930 22.6031
H7 -15.3056 6.4574 24.0196
H8 -15.0779 8.8389 23.8223
H9 -16.7025 8.1812 23.7247
H10 -16.7807 10.8177 23.1770
H11 -17.2699 10.8660 21.4958
H12 -17.9689 9.7580 22.5300
H13 -14.1856 8.7713 21.0412
H14 -14.9043 10.1280 20.3372
H15 -14.4059 10.3294 22.0361
H16 -18.5499 6.0870 20.7976
H17 -17.3595 4.9983 19.9605
H18 -18.0386 6.4596 19.1759
H19 -17.9009 9.4618 20.0786
C14 -18.4430 11.6533 8.2939
C15 -17.7005 10.3781 8.8105
C16 -16.8141 11.0697 10.0065
C17 -16.1194 9.9868 10.8824
C18 -17.1544 8.9574 11.3679
C19 -18.1911 8.3392 10.3643
N2 -18.6860 9.4262 9.4870
O10 -19.7619 9.0178 8.7402
C20 -17.6416 7.1534 9.5885
C21 -19.3319 7.7390 11.3977
C22 -16.8241 9.7475 7.6722
H20 -19.1825 11.3334 7.5599
H21 -17.7446 12.2952 7.7569
H22 -18.9905 12.2045 9.0584
H23 -15.9688 11.5677 9.5316
H24 -17.3684 11.8093 10.5844
H25 -15.6869 10.3676 11.8076
H26 -15.3781 9.5361 10.2226
H27 -17.6124 9.0984 12.3469
H28 -16.4395 8.1978 11.6840
H29 -18.1710 7.0469 8.6417
H30 -16.5851 7.2135 9.3271
H31 -17.6733 6.2054 10.1255
H32 -19.7971 8.4666 12.0628
H33 -20.1520 7.3172 10.8167
H34 -18.9423 6.9659 12.0600
H35 -17.4635 9.4732 6.8332
H36 -16.2758 8.8090 7.7538
H37 -16.0005 10.4308 7.4648
H38 -19.4288 8.2972 8.2002
C23 -21.6348 21.2575 5.3914
C24 -21.0782 21.7794 6.7364
C25 -20.5489 23.2779 6.6104
C26 -21.7218 24.2382 6.5693
C27 -22.4418 24.1537 7.8849
C28 -23.0143 22.6868 7.9958
N3 -22.0699 21.6196 7.7827
O11 -22.6455 20.3710 7.9631
C29 -23.3658 22.6438 9.5340
C30 -24.3702 22.4803 7.3389
C31 -19.7643 20.9763 7.1479
H39 -20.9414 21.2612 4.5504
H40 -22.5845 21.7312 5.1428
H41 -22.0342 20.2472 5.4791
H42 -19.9672 23.4759 7.5107
H43 -19.9351 23.5313 5.7460
H44 -22.1845 24.0705 5.5968
H45 -21.3248 25.2462 6.4483
H46 -23.2078 24.9217 7.9926
H47 -21.7032 24.3091 8.6713
H48 -23.8190 23.5409 9.9558
H49 -24.0357 21.8370 9.8313
H50 -22.3859 22.4491 9.9699
H51 -24.8848 21.5289 7.4733
H52 -25.0424 23.2869 7.6318
H53 -24.3853 22.5169 6.2496
H54 -19.7352 21.0916 8.2314
H55 -18.8684 21.2586 6.5950
H56 -19.9214 19.9040 7.0317
H57 -22.1760 20.1604 8.7736

Atoms 1-2, force components in eV/Å:
Hg 0.0 0.1 0.2
O 0.1 -1.1 0.2

Calculated values
HOMO-LUMO gap: 0.88 eV
HOMO level: -0.324 Ha
Energy relative to the best compared isomer or geometry (same formula, charge and spin): 1141.6 kJ/mol
Charge: 0

---

Number 1: energy -86842.905 eV. Number 2: energy -84382.848 eV. Number 3: energy -39567.709 eV. Number 4: energy -90503.025 eV.